Record 1
DFT (ωB97M-V/def2-TZVPD) results for a structure of composition C58H147HfN9O22 in a non-equilibrium geometry.

```
237
Properties=species:S:1:pos:R:3
Hf 14.4150 21.4334 20.2679
O 14.8020 21.1494 17.9076
C 15.5240 19.9844 17.5176
C 16.0254 19.0194 18.6995
O 15.5134 19.3074 19.9866
H 16.3814 20.2328 16.8920
H 14.9568 19.3640 16.8237
H 17.1149 18.9872 18.7030
H 15.7471 17.9875 18.4852
C 14.4712 25.7919 22.0548
C 13.7411 24.6901 22.1306
C 12.5026 24.5458 22.9958
O 11.8240 23.4356 22.9898
C 11.9793 25.5889 23.7699
C 12.6642 26.8835 23.6786
C 14.0614 26.9840 22.8430
O 14.6314 28.0691 22.7423
O 12.1751 27.8646 24.2968
O 14.1736 23.7750 21.3127
H 15.3705 25.9795 21.4869
H 11.0310 25.5278 24.2831
C 16.3207 19.1970 25.5536
C 16.2030 18.2163 24.3706
O 16.3022 18.9259 23.2195
H 16.3981 18.6495 26.4929
H 15.4314 19.8171 25.6672
H 17.1594 19.8833 25.4367
H 15.2186 17.7612 24.4805
H 16.9613 17.4443 24.5012
H 16.2729 18.1917 22.6016
C 16.9295 15.1128 18.0254
C 18.2124 15.7796 18.5452
O 18.2370 15.7331 20.0199
H 16.1220 15.7651 18.3578
H 16.7720 14.1160 18.4374
H 16.8808 15.1014 16.9365
H 18.2146 16.8068 18.1804
H 19.0717 15.2305 18.1603
H 18.7790 16.4649 20.3236
C 13.2033 17.6611 15.4217
C 13.2549 16.5599 16.4098
O 12.0348 16.6026 17.0947
H 12.9748 18.6114 15.9042
H 12.3446 17.4744 14.7768
H 14.0984 17.7837 14.8118
H 14.0549 16.7154 17.1336
H 13.2414 15.5975 15.8980
H 11.2777 16.5195 16.5104
C 10.9163 19.5998 12.3471
C 9.4570 19.6735 12.8234
O 9.1710 18.5832 13.6613
H 11.1112 18.8936 11.5400
H 11.5984 19.3822 13.1690
H 11.2505 20.5397 11.9079
H 8.7342 19.6994 12.0079
H 9.3054 20.5798 13.4096
H 8.2124 18.5918 13.7116
C 17.6920 22.8378 15.1078
C 18.5358 21.7952 14.3674
O 18.1961 21.7225 12.9899
H 18.0185 23.0953 16.1154
H 16.7527 22.3627 15.3909
H 17.6571 23.7788 14.5589
H 18.4934 20.8184 14.8493
H 19.5722 22.1066 14.2369
H 18.9254 21.2401 12.5938
C 12.2672 24.7837 15.8966
C 13.7121 24.6264 16.5059
O 13.6757 24.7052 17.9335
H 12.3381 24.3087 14.9181
H 12.0406 25.8420 15.7669
H 11.5279 24.2675 16.5090
H 14.4159 25.3562 16.1056
H 14.1560 23.6709 16.2263
H 13.3935 25.6043 18.1167
C 13.2310 12.9243 17.4858
C 12.3331 12.5341 16.2892
O 12.8836 13.1245 15.1324
H 14.1333 12.3130 17.4705
H 12.6589 12.7134 18.3893
H 13.5947 13.9473 17.5830
H 11.3795 12.9518 16.6123
H 12.2658 11.4462 16.2795
H 13.7174 12.7320 14.8635
C 10.9359 24.3636 19.5368
C 11.1572 22.8584 19.5940
C 10.2503 21.9860 18.6050
O 10.9964 21.5550 17.4683
C 10.1937 21.1035 16.3871
N 12.5336 22.5383 19.2220
H 11.7410 24.9202 20.0167
H 9.9801 24.6048 20.0019
H 10.9935 24.6904 18.4986
H 10.9525 22.4284 20.5744
H 9.3284 22.4656 18.2762
H 10.0310 21.0618 19.1396
H 10.7375 20.9286 15.4588
H 9.3587 21.7815 16.2107
H 9.6627 20.1643 16.5422
H 12.2463 22.1203 18.3486
H 12.8239 23.4077 18.7978
C 13.9411 15.5238 20.5216
C 14.6448 15.9065 21.8505
C 14.9660 14.7077 22.7039
O 13.7908 13.8194 22.8532
C 14.1360 12.5156 23.2234
N 15.9030 16.6170 21.5613
H 13.6778 16.3617 19.8760
H 13.0254 14.9385 20.6054
H 14.5810 14.8838 19.9141
H 13.9574 16.6390 22.2736
H 15.3347 15.0354 23.6759
H 15.8033 14.1257 22.3188
H 13.2074 11.9692 23.3886
H 14.8032 12.4608 24.0836
H 14.7123 12.0273 22.4376
H 16.5032 15.9518 21.0952
H 15.7677 17.3909 20.9266
C 13.2808 21.4059 9.8215
C 13.9061 22.5151 10.6576
C 13.4534 22.4353 12.1310
O 13.7504 21.1851 12.7907
C 13.9039 21.3264 14.2381
N 15.3512 22.3834 10.6017
H 13.5747 20.4414 10.2356
H 13.6939 21.5965 8.8310
H 12.2010 21.5498 9.8588
H 13.6092 23.4822 10.2518
H 12.3895 22.6713 12.1539
H 13.9471 23.2714 12.6264
H 14.3410 20.3823 14.5634
H 12.9161 21.5435 14.6446
H 14.6696 22.0503 14.5168
H 15.8651 23.0722 11.1324
H 15.6978 21.4841 10.9036
C 19.4632 20.7652 17.9370
C 20.4226 19.6239 18.2706
C 21.6431 19.5096 17.2491
O 21.1594 19.1336 15.9894
C 22.0901 19.3509 14.9161
N 20.8759 19.8316 19.5893
H 18.6764 20.8778 18.6829
H 18.9700 20.4820 17.0072
H 19.9694 21.7206 17.7983
H 19.8571 18.6982 18.1640
H 22.3938 18.7813 17.5558
H 22.1543 20.4718 17.2195
H 21.5586 19.0919 14.0004
H 22.9984 18.7497 14.8750
H 22.3789 20.3995 14.8444
H 21.6640 19.3076 19.9422
H 21.3023 20.7469 19.5655
C 18.4036 20.9313 21.9480
C 17.3889 22.0383 22.0301
C 17.4586 23.0263 20.9300
O 16.5217 22.7263 19.8696
C 16.4554 23.9096 18.9796
N 16.0360 21.4058 22.1263
H 19.4154 21.3369 21.9452
H 18.3009 20.3361 21.0407
H 18.4052 20.2738 22.8173
H 17.5155 22.4893 23.0143
H 18.4274 23.0377 20.4306
H 17.3373 24.0693 21.2226
H 17.5079 23.9647 18.7015
H 16.1850 24.8635 19.4324
H 15.8732 23.6742 18.0887
H 15.5998 21.8791 22.9046
H 16.2103 20.5055 22.5498
C 13.9591 10.5163 12.8491
C 15.1199 10.1239 13.7733
C 16.1020 11.2120 14.2590
O 15.4313 12.3016 14.8334
C 16.1151 13.5251 14.6924
N 14.6047 9.5232 15.0291
H 14.3298 10.9712 11.9306
H 13.3401 11.2734 13.3306
H 13.3548 9.6370 12.6260
H 15.7539 9.3635 13.3173
H 16.6297 11.5488 13.3667
H 16.8344 10.7801 14.9410
H 17.0904 13.3991 15.1625
H 15.5962 14.3229 15.2238
H 16.2098 13.7979 13.6413
H 15.3106 9.3564 15.7319
H 14.1826 10.3756 15.3688
C 15.7650 17.4706 12.3390
C 16.5862 18.6049 12.9977
C 18.0707 18.2139 12.8912
O 18.3890 17.1718 13.6921
C 18.3408 17.4561 15.1062
N 16.2267 19.7535 12.1777
H 15.9229 16.5539 12.9072
H 15.9287 17.3467 11.2685
H 14.7033 17.6948 12.4425
H 16.3505 18.7647 14.0498
H 18.7346 19.0022 13.2460
H 18.2778 17.9799 11.8469
H 18.9802 16.6674 15.5029
H 17.3792 17.5065 15.6170
H 18.8472 18.4016 15.3005
H 16.7691 20.5476 12.4864
H 15.2961 20.0893 12.3810
C 12.3604 19.3160 23.7404
C 12.9047 19.6482 22.3512
C 11.9023 19.3602 21.1716
O 12.5901 19.9042 20.0536
C 12.2293 19.1713 18.9414
N 13.2847 21.0433 22.3148
H 11.5494 19.9700 24.0608
H 13.1043 19.4256 24.5294
H 12.0050 18.2856 23.7322
H 13.7736 18.9936 22.2836
H 10.9924 19.9355 21.3423
H 11.6186 18.3079 21.1555
H 12.4888 19.7532 18.0569
H 11.1498 19.0683 18.8312
H 12.7830 18.2332 18.9038
H 12.5072 21.6543 22.5205
H 13.7349 21.0347 23.2189
C 20.1222 16.7875 23.3283
C 20.7462 17.6272 22.2357
C 22.0476 17.1012 21.7077
O 22.7960 18.1329 21.0542
C 24.1479 17.7512 20.8493
N 19.8117 17.6807 21.1724
H 19.2985 17.3320 23.7900
H 20.8492 16.4562 24.0698
H 19.6589 15.8721 22.9602
H 20.9290 18.6618 22.5258
H 21.9379 16.2639 21.0184
H 22.6655 16.6706 22.4957
H 24.2824 16.9857 20.0851
H 24.6372 17.5096 21.7928
H 24.6184 18.6329 20.4141
H 20.1351 18.3508 20.4895
H 18.9810 18.0991 21.5659
```

For the relative energy (zero: lowest compared OMol25 entry of this formula, charge and spin), the calculation gives 83.5 kcal/mol. The calculation puts the LUMO energy at -0.05 eV. For the frontier orbital gap, the calculation gives 5.960 eV. The electronic energy is -4493.88365 Eh. As for the molar mass: 1501.3 u. The HOMO energy is -6.0091 eV.

***

Record 2
DFT (ωB97M-V/def2-TZVPD) results for the ion C4H8ClN2 with charge +1 in a non-equilibrium geometry.

```
15
Properties=species:S:1:pos:R:3
C 0.3953 -1.0097 -0.0262
C -0.5250 1.5416 -0.8182
C -0.4088 1.6794 0.7028
C -0.6893 0.3100 0.0565
N -0.2069 -2.1875 -0.2155
N 1.6961 -0.8619 0.2563
Cl -2.3600 -0.1632 0.1368
H -1.3402 2.1480 -1.2459
H 0.3676 1.6498 -1.4117
H 0.5674 1.8409 1.0360
H -1.1154 2.2999 1.1922
H -1.1361 -2.3998 -0.5190
H 0.3552 -3.1255 -0.1595
H 2.2603 -0.0220 0.5266
H 2.1398 -1.7002 0.4887
```

For the relative energy (zero: lowest compared OMol25 entry of this formula, charge and spin), the calculation gives 47.3 kcal/mol. The calculation puts the LUMO energy at -3.95 eV. For the frontier orbital gap, the calculation gives 10.367 eV. Its charge is +1. The electronic energy is -726.61802 Eh. As for the molar mass: 119.6 u. The HOMO energy is -14.3150 eV. The structure (SMILES) is NC(=[NH2+])C1(Cl)CC1.

***

Record 3
DFT (ωB97M-V/def2-TZVPD) results for the molecule C4H3N3O in a non-equilibrium geometry.

```
11
Properties=species:S:1:pos:R:3
C -1.0068 0.2950 0.6845
C -0.9281 -1.1259 0.6490
C 0.3068 -1.4623 0.0649
C 0.1771 1.1862 0.2703
H -1.5757 -1.8282 1.3468
H 0.8279 -2.5030 0.0791
H 0.1030 2.1674 0.7014
N 0.9258 -1.0772 -1.2116
N 1.2662 0.0296 -1.5922
N 1.1813 1.0289 -0.5866
O -1.7827 1.1171 1.4492
```

For the relative energy (zero: lowest compared OMol25 entry of this formula, charge and spin), the calculation gives 126.8 kcal/mol. The calculation puts the LUMO energy at -1.60 eV. For the frontier orbital gap, the calculation gives 8.425 eV. The electronic energy is -393.51734 Eh. As for the molar mass: 109.1 u. The HOMO energy is -10.0224 eV. The structure (SMILES) is O=c1ccnnnc1.

***

Record 4
DFT (ωB97M-V/def2-TZVPD) results for a cluster of 8 separate species, H16O8 in total in a non-equilibrium geometry.

```
24
Properties=species:S:1:pos:R:3
O -2.5078 1.6966 -0.3790
H -2.7493 2.2373 -1.1220
H -3.0104 2.1309 0.3056
O 2.6400 -0.2142 -0.8957
H 2.7234 -0.9397 -1.4734
H 1.6540 -0.1588 -0.7420
O -0.8959 1.6889 2.4658
H -0.6612 2.2127 1.7337
H -1.6195 1.1554 2.2360
O -0.3269 3.5016 0.4881
H -0.0834 2.7673 -0.0260
H 0.4614 3.9704 0.6179
O 0.8993 -0.4833 1.7444
H 0.5300 -0.1595 0.9317
H 0.7239 0.1407 2.3894
O -0.5031 -2.8294 -0.6426
H -0.2482 -3.3268 0.1576
H -1.2419 -3.3853 -0.9361
O -0.2342 -0.0934 -0.6142
H -1.0315 0.4283 -0.5092
H -0.5045 -1.0260 -0.6954
O 2.1267 -2.7226 -1.6158
H 1.2464 -3.0898 -1.5390
H 2.6129 -3.5012 -1.8798
```

For the relative energy (zero: lowest compared OMol25 entry of this formula, charge and spin), the calculation gives 54.4 kcal/mol. The calculation puts the LUMO energy at -0.01 eV. For the frontier orbital gap, the calculation gives 9.462 eV. The electronic energy is -611.49596 Eh. As for the molar mass: 144.1 u. The HOMO energy is -9.4693 eV. The structure (SMILES) is O.O.O.O.O.O.O.O.

***

Record 5
DFT (ωB97M-V/def2-TZVPD) results for a structure of composition C31H43ClLuN4O2 in a non-equilibrium geometry.

```
82
Properties=species:S:1:pos:R:3
Lu -0.2220 -0.4072 -0.4621
Cl 0.5034 0.8427 7.8740
C 0.2686 0.7367 6.1710
C 0.9643 1.5915 5.3256
C 0.7792 1.4956 3.9589
C -0.1028 0.5526 3.4367
C -0.8023 -0.2949 4.2962
C -0.6171 -0.2066 5.6621
C -0.3426 0.4656 1.9791
O -1.3263 -0.2421 1.5741
O 0.3411 1.1193 1.1365
H 1.6414 2.3251 5.7408
H 1.3056 2.1577 3.2837
H -1.4889 -1.0183 3.8791
H -1.1552 -0.8571 6.3375
C 4.9478 -3.4635 0.5372
C 4.4275 -2.5931 1.6782
N 3.1581 -1.9440 1.3445
C 3.2834 -0.6015 0.7846
C 3.6294 0.4366 1.8484
C 1.9900 -2.5867 1.4414
C 1.9700 -3.8649 2.2382
N 0.8861 -2.1352 0.9002
H 5.9375 -3.8458 0.7862
H 5.0228 -2.8864 -0.3852
H 4.2917 -4.3142 0.3514
H 5.1503 -1.8055 1.8816
H 4.3310 -3.1751 2.5931
H 2.3542 -0.3212 0.3071
H 4.0515 -0.6109 0.0097
H 2.9389 0.3693 2.6891
H 3.5457 1.4315 1.4111
H 4.6457 0.3171 2.2235
H 2.6206 -4.6255 1.8096
H 0.9614 -4.2689 2.2721
H 2.2987 -3.6770 3.2604
H 0.1234 -2.7564 1.1440
C -1.1719 0.5602 -4.5111
N -0.4144 1.7937 -4.3862
C -1.2868 2.9489 -4.3956
C 0.4695 1.8190 -3.2373
C 1.4516 0.6660 -3.2124
C 2.3955 0.6134 -4.2340
C 3.3109 -0.4239 -4.2913
C 3.2721 -1.4121 -3.3173
C 2.3183 -1.3526 -2.3127
C 1.3721 -0.3131 -2.2082
H -1.7787 0.6051 -5.4150
H -1.8397 0.3933 -3.6486
H -0.4934 -0.2868 -4.5906
H -1.9434 2.9062 -5.2635
H -0.6939 3.8627 -4.4534
H -1.9201 3.0011 -3.4896
H -0.1165 1.8176 -2.2780
H 1.0108 2.7681 -3.2733
H 2.3878 1.3837 -4.9970
H 4.0440 -0.4678 -5.0863
H 3.9863 -2.2273 -3.3420
H 2.3155 -2.1623 -1.5826
C -4.7564 1.8840 1.2643
N -3.3759 2.0598 0.7608
C -2.7860 3.3168 1.2723
C -3.3063 1.9756 -0.7391
C -3.5862 0.5657 -1.2068
C -4.8785 0.3140 -1.6630
C -5.2496 -0.9588 -2.0604
C -4.3157 -1.9756 -1.9945
C -3.0233 -1.7048 -1.5699
C -2.5780 -0.4317 -1.1656
H -4.7374 1.8098 2.3496
H -5.1808 0.9768 0.8445
H -5.3601 2.7438 0.9772
H -2.8157 1.2585 1.1118
H -3.3088 4.1649 0.8327
H -1.7324 3.3666 1.0121
H -2.8833 3.3573 2.3562
H -2.3108 2.3020 -1.0468
H -4.0436 2.6831 -1.1211
H -5.6012 1.1227 -1.7069
H -6.2495 -1.1496 -2.4267
H -4.5907 -2.9789 -2.2961
H -2.3174 -2.5348 -1.5782
```

For the relative energy (zero: lowest compared OMol25 entry of this formula, charge and spin), the calculation gives 4.9 kcal/mol. The calculation puts the LUMO energy at -2.43 eV. For the frontier orbital gap, the calculation gives 7.930 eV. Its charge is +1. The electronic energy is -3272.14728 Eh. As for the molar mass: 714.1 u. The HOMO energy is -10.3607 eV.

***

Record 6
DFT (ωB97M-V/def2-TZVPD) results for the molecule C17H14N2O2S3 in a non-equilibrium geometry.

```
38
Properties=species:S:1:pos:R:3
C -8.0072 -1.5550 -1.3132
C -6.6874 -1.2007 -0.6994
C -5.5094 -1.3233 -1.4259
C -4.2856 -0.9812 -0.8824
C -4.2211 -0.5009 0.4203
C -5.3944 -0.3737 1.1580
C -6.6099 -0.7199 0.6016
H -7.5112 -0.6142 1.1881
H -5.3532 -0.0004 2.1723
N -3.0175 -0.1333 1.0434
C -1.7670 -0.1315 0.5297
O -1.4452 -0.4764 -0.5824
C -0.7115 0.3518 1.5471
N 0.4277 0.8585 0.8282
C 0.3209 1.9932 0.0887
S -0.9824 2.9745 0.0810
S 1.7997 2.2610 -0.8023
C 2.5356 0.7927 -0.1612
C 3.7975 0.4697 -0.5498
C 4.6312 -0.6232 -0.2084
C 4.4553 -1.7251 0.6030
C 5.5771 -2.5618 0.6434
C 6.6088 -2.1101 -0.1289
S 6.2309 -0.6490 -0.9264
H 7.5726 -2.5580 -0.2724
H 5.6252 -3.4670 1.2216
H 3.5447 -1.9088 1.1407
H 4.2543 1.1692 -1.2417
C 1.6013 0.1260 0.7432
O 1.7656 -0.8912 1.3820
H -1.1107 1.1345 2.1969
H -0.3595 -0.5004 2.1376
H -3.1326 0.2112 1.9868
H -3.3837 -1.0816 -1.4617
H -5.5479 -1.6945 -2.4396
H -7.9074 -2.4102 -1.9779
H -8.3815 -0.7161 -1.9010
H -8.7435 -1.7861 -0.5473
```

For the relative energy (zero: lowest compared OMol25 entry of this formula, charge and spin), the calculation gives 0.0 kcal/mol. The calculation puts the LUMO energy at -0.92 eV. For the frontier orbital gap, the calculation gives 7.194 eV. The electronic energy is -2110.80493 Eh. As for the molar mass: 374.5 u. The HOMO energy is -8.1114 eV. The structure (SMILES) is Cc1ccc(NC(=O)CN2C(=O)/C(=C\c3cccs3)SC2=S)cc1.

***

Record 7
DFT (ωB97M-V/def2-TZVPD) results for the ion C4H10N with charge +1 in a non-equilibrium geometry.

```
15
Properties=species:S:1:pos:R:3
C 0.4332 -2.0585 0.1829
C 0.7774 -0.5672 -0.1854
C -0.5342 0.1776 -0.6133
C -0.3629 2.2730 0.3635
N -0.7543 1.0965 0.4776
H 0.7386 -2.5340 -0.7444
H -0.6759 -2.1484 0.2431
H 0.8786 -2.3376 1.1493
H 1.5710 -0.4816 -1.0098
H 1.3916 -0.2545 0.7343
H -1.3797 -0.4837 -0.8162
H -0.3391 0.6134 -1.6041
H 0.0346 2.7176 -0.6295
H -0.6610 3.0702 1.0128
H -1.1180 0.9173 1.4392
```

For the relative energy (zero: lowest compared OMol25 entry of this formula, charge and spin), the calculation gives 56.5 kcal/mol. The calculation puts the LUMO energy at -5.16 eV. For the frontier orbital gap, the calculation gives 10.061 eV. Its charge is +1. The electronic energy is -212.83037 Eh. As for the molar mass: 72.1 u. The HOMO energy is -15.2239 eV. The structure (SMILES) is C=[NH+]CCC.